# 1
Here is a cluster of 2 separate species, C2H9N3 in total at a distorted geometry from OMol25. Energies are from the ωB97M-V functional and the def2-TZVPD basis.

Geometry (Å):
H -2.31 -2.87 -1.67
H 2.67 1.23 1.50
N 2.00 1.75 2.04
H 0.91 1.51 0.36
N -1.06 -3.56 -3.35
H 2.01 1.45 3.00
H -0.38 2.60 2.72
H 0.16 3.47 1.47
C -1.50 -2.72 -2.41
H 0.20 0.53 1.56
H -1.18 -1.67 -2.42
C 0.67 1.51 1.43
H -1.82 -4.19 -3.66
N -0.26 2.57 1.71

Calculated values
- Expectation value of S²: 0.75
- Multiplicity: 2
- Relative energy (zero: lowest compared OMol25 entry of this formula, charge and spin): 119.4 kJ/mol
- Total charge: -1

=====

# 2
Here is the molecule C26H23FN2O4S from OMol25. Energies are from the ωB97M-V functional and the def2-TZVPD basis.

Geometry (Å):
O -4.07 -1.91 1.13
C -1.86 3.52 0.19
C -0.72 2.57 2.19
C 2.15 -4.01 1.95
H -3.58 -2.31 -2.88
C 0.42 -3.12 0.54
C 0.94 -1.84 0.70
H -5.30 -1.01 -0.70
H -2.61 4.06 0.75
C 1.02 -4.20 1.17
C -0.62 3.24 0.97
O -3.37 1.98 -1.40
H 0.61 -5.19 1.04
H 4.84 -1.50 -2.27
H 3.55 -2.58 2.72
H 0.36 1.62 3.79
H -5.35 -2.36 -2.81
N -0.17 1.18 -1.09
C 0.63 3.51 0.44
C 2.08 0.32 -1.53
S -2.63 1.89 -0.18
H 5.50 0.64 -3.31
O -3.35 1.47 1.00
C 3.67 1.63 -2.77
H 0.71 4.03 -0.50
H 2.62 -4.85 2.44
H 1.76 2.34 -2.10
C 0.31 -0.68 0.06
C -4.46 -1.01 -1.41
H -1.69 2.36 2.60
C 4.17 -0.65 -2.23
C 0.79 0.24 -0.86
C 1.78 3.10 1.10
F 2.77 1.98 2.91
H 2.76 3.29 0.69
H -4.40 -3.16 -1.56
C -4.44 -2.29 -2.22
H -0.45 -3.27 -0.09
H -1.43 -1.82 1.67
C 4.54 0.55 -2.81
C 0.42 2.15 2.85
H -4.51 -0.12 -2.05
C -3.21 -1.29 0.57
C 2.67 -2.74 2.11
O -3.24 -0.85 -0.68
C 2.08 -1.65 1.49
H -1.66 4.00 -0.76
C 2.95 -0.77 -1.59
C -1.89 -0.92 1.26
N -0.96 -0.28 0.37
C 2.45 1.51 -2.13
C 1.65 2.41 2.29
H 2.48 -0.66 1.61
H -2.16 -0.25 2.08
C -1.20 0.84 -0.36
H 2.67 -1.72 -1.16
H 3.95 2.57 -3.23

Calculated values
- SMILES string: CCOC(=O)Cn1c(S(=O)(=O)Cc2ccc(F)cc2)nc(-c2ccccc2)c1-c1ccccc1
- Relative energy (zero: lowest compared OMol25 entry of this formula, charge and spin): 16.6 kJ/mol
- Total charge: 0

=====

# 3
Here is a cluster of 3 separate species, C5H8O in total from OMol25. Energies are from the ωB97M-V functional and the def2-TZVPD basis.

Geometry (Å):
C 1.75 0.13 -0.40
H 1.75 0.68 -1.34
O -0.32 -0.76 -1.20
H 0.91 0.24 1.65
H -1.33 1.05 1.22
H -0.48 -1.75 0.66
C -1.29 -0.14 -0.62
H -2.26 -0.17 -1.11
C 0.62 0.32 0.60
H 2.73 -0.04 0.02
H -1.29 -1.47 0.64
C -0.74 0.94 0.30
C 0.70 -0.94 -0.23
H -0.74 1.91 -0.21

Calculated values
- Relative energy (zero: lowest compared OMol25 entry of this formula, charge and spin): 594.5 kJ/mol
- Total charge: 0

=====

# 4
Here is the ion C31H38N3O4 with charge +1 at a distorted geometry from OMol25. Energies are from the ωB97M-V functional and the def2-TZVPD basis.

Geometry (Å):
C 1.61 -0.53 -0.57
H 8.73 -0.38 1.48
H -3.05 5.54 -0.53
H 2.90 1.50 0.68
H 5.26 -3.59 -2.02
H 5.49 3.55 2.29
H -5.43 3.04 -0.23
H -7.11 -1.64 -0.05
H -7.86 2.59 -0.38
C -5.79 2.01 -0.19
C 1.04 -1.02 0.76
H -2.88 -0.97 -0.38
H -2.11 2.92 -3.85
C -7.65 0.45 -0.16
H 7.41 -1.60 1.61
C 3.10 -0.32 -0.46
H -2.35 -2.62 -0.66
H -2.31 6.54 -2.57
H -2.75 5.68 -4.06
H -1.09 5.64 -3.49
O 5.57 1.80 1.32
C -2.83 4.57 -0.99
C 3.97 -1.28 -0.98
C 7.65 -0.53 1.52
H -4.70 -1.22 -0.10
C 4.77 2.90 1.79
H 1.35 -0.31 1.56
O 6.16 -2.32 -0.61
N -0.41 -1.16 0.74
C 1.49 -2.42 1.18
H -2.52 0.98 -2.33
C -4.89 0.93 -0.09
H 1.49 -4.85 1.82
H -0.63 0.88 0.44
C -2.55 2.01 -1.97
H 1.11 0.41 -0.85
O 2.64 -2.80 1.40
H 0.09 -5.21 0.79
H -3.44 3.52 0.83
C 0.45 -4.59 1.62
N -2.88 2.21 -0.66
C -3.38 1.16 0.15
C -2.49 -0.06 0.11
C -5.39 -0.37 -0.10
H 7.20 0.05 2.33
H -3.30 1.54 1.18
C -1.19 -0.06 0.48
H 6.46 -4.29 -0.88
C -2.41 4.42 -2.31
O 7.19 -0.02 0.23
C -0.88 -2.53 0.95
C -7.16 1.76 -0.26
C -6.76 -0.62 -0.10
C -2.13 5.63 -3.15
H -2.73 -1.92 1.93
H -8.73 0.27 -0.17
C 5.85 -0.09 -0.03
C 5.31 -1.26 -0.62
H 4.80 -3.90 -0.30
C 3.60 0.76 0.26
H 4.01 2.55 2.51
H -1.43 -2.44 3.05
H -1.77 -4.18 -0.07
C -3.05 3.47 -0.19
H 4.29 3.43 0.96
H 1.38 -1.27 -1.35
C -1.47 -3.16 -0.32
H -0.71 -3.17 -1.12
H -0.16 -4.82 2.50
C -1.91 -2.63 2.08
H -2.31 -3.65 2.08
N 0.37 -3.19 1.30
H 3.56 -2.12 -1.55
C -2.32 3.11 -2.80
C 5.62 -3.61 -0.98
C 4.97 0.88 0.51

Calculated values
- DFT total energy: -1669.0136 Ha
- SMILES string: COc1cc(C[C@@H]2C(=O)N(C)C(C)(C)N2/C=C/[C@H](c2ccccc2)[n+]2ccc(C)cc2)cc(OC)c1OC
- Total charge: +1

=====

# 5
Here is the ion C7H17N2O3SSi with charge +1 at a distorted geometry from OMol25. Energies are from the ωB97M-V functional and the def2-TZVPD basis.

Geometry (Å):
C -0.20 -0.87 3.45
H 1.46 1.98 1.53
O -0.73 0.10 2.48
O -1.63 -1.62 0.49
Si -1.01 -0.23 0.92
C -2.41 1.73 -0.46
H -0.71 -0.75 4.38
S 1.23 -0.19 0.05
O -1.28 0.98 -0.03
H -2.95 -2.94 1.35
H -0.36 -1.83 3.07
H 2.84 1.31 -1.35
H -1.46 -3.64 0.38
H -0.63 0.37 -4.54
H 3.61 1.96 1.86
C 3.27 1.09 1.32
H -2.76 2.37 0.36
C 1.19 0.51 -1.85
H 0.86 1.22 -4.28
N 2.18 1.20 -2.13
C 0.37 0.28 -4.14
H -0.44 -0.51 -2.39
C 1.99 1.07 1.00
H -1.33 -3.01 2.04
H 3.97 0.25 1.20
H 0.90 -0.63 3.54
H -2.08 2.05 -1.46
C -1.84 -2.87 1.07
N 0.31 0.03 -2.70
H 0.97 -0.52 -4.63
H -3.35 1.12 -0.53

Calculated values
- Relative energy (zero: lowest compared OMol25 entry of this formula, charge and spin): 0.0 kJ/mol
- Total charge: +1

=====

# 6
Here is a cluster of 4 separate species, C14H23NO8P in total at a distorted geometry from OMol25. Energies are from the ωB97M-V functional and the def2-TZVPD basis.

Geometry (Å):
C 3.48 -1.94 -4.97
H -0.35 -4.83 0.27
C -3.68 3.02 4.38
C -4.85 2.55 3.55
C 1.27 0.69 1.31
O 1.88 -3.21 -1.54
H 0.80 -3.71 1.00
H -6.82 3.50 3.56
H 1.08 -5.11 -1.70
H 2.30 -4.90 -0.43
C -5.77 3.77 3.59
H 3.42 -2.79 -4.29
O -2.65 1.92 1.03
O -4.25 3.93 5.36
C -1.66 1.39 1.59
H 5.54 -2.55 -5.36
H 2.02 0.51 0.54
O -1.49 1.13 2.78
H 2.33 2.43 1.45
O 4.52 0.61 -2.77
H 2.31 -0.86 -3.47
C 4.36 -0.20 -3.64
O 0.99 -1.19 -1.94
H -5.54 4.48 2.79
H -5.34 1.70 4.04
C 1.45 -4.44 -0.92
C -0.26 -2.82 -0.65
C 0.36 -4.03 0.06
H -1.05 -3.11 -1.35
H 5.04 -1.11 -6.26
H 1.27 -0.16 1.97
O -6.06 5.23 5.52
C -5.42 4.41 4.92
P -0.33 0.85 0.39
H 2.87 -2.18 -5.85
C 4.93 -1.65 -5.31
C 3.05 -0.67 -4.24
H 2.70 0.10 -4.93
H 0.93 2.45 2.31
H -0.11 2.01 -0.38
N 1.72 1.89 2.05
H -3.17 2.21 4.89
H -0.64 -2.07 0.04
H -4.55 2.24 2.55
C 0.90 -2.27 -1.44
H -2.95 3.57 3.78
O 5.41 -0.82 -4.25

Calculated values
- Relative energy (zero: lowest compared OMol25 entry of this formula, charge and spin): 0.0 kJ/mol
- Total charge: -1

=====

# 7
Here is a cluster of 2 separate species, C5H11NO in total at a distorted geometry from OMol25. Energies are from the ωB97M-V functional and the def2-TZVPD basis.

Geometry (Å):
H -1.44 1.00 2.11
O -0.26 2.85 0.83
H 1.32 1.55 1.08
C 0.80 -0.18 -0.40
C 0.24 1.71 0.85
H 0.23 -0.63 0.86
H 1.64 -1.69 -1.31
H -0.84 -2.46 -2.44
H -0.45 -0.89 -2.88
C -0.57 -1.51 -1.97
C 0.63 -1.32 -1.17
H 1.76 -0.17 0.12
H -1.53 -1.12 -1.65
H -0.34 -0.49 2.11
N -0.01 0.83 -0.32
H -0.92 0.98 -0.70
C -0.42 0.65 1.99
H 0.16 0.89 2.88

Calculated values
- Relative energy (zero: lowest compared OMol25 entry of this formula, charge and spin): 759.3 kJ/mol
- Total charge: 0

=====

# 8
Here is a structure of composition C39H43FN3O4PPtS4 from OMol25. Energies are from the ωB97M-V functional and the def2-TZVPD basis.

Geometry (Å):
H 2.06 -3.45 -0.44
H 5.21 2.51 -0.07
C 5.62 0.01 0.91
C -3.03 -3.23 -3.24
C 1.92 -2.20 4.15
H -4.03 4.72 -1.70
C 0.02 0.80 -3.48
C -2.66 -1.49 2.82
O -3.60 -0.85 2.25
S -7.18 -0.19 2.24
O -2.25 0.29 -1.60
H 6.97 -0.75 2.49
C 3.36 0.80 1.44
H -4.99 5.01 -0.24
C -4.08 -1.12 -3.74
C -1.25 -0.96 2.70
C -5.08 -3.17 -4.50
H 0.69 -4.48 1.34
C -3.91 2.49 -0.22
C -5.09 -1.79 -4.42
H 7.82 -0.02 1.11
H 1.42 -3.15 4.32
S -5.37 2.04 0.58
C -1.79 3.72 -0.49
S -5.16 -0.99 -0.32
C 0.23 -3.82 0.62
H 6.04 1.31 2.98
C -3.20 3.81 0.09
H 0.42 1.68 0.00
C 6.73 2.46 1.47
C 0.97 1.20 -4.41
P -1.76 -0.92 -2.31
C 6.93 0.02 1.73
H -4.05 -4.98 -3.97
H 1.36 -1.37 6.07
C 2.44 1.41 0.61
O -2.82 -2.55 3.44
H -3.47 5.88 -0.49
C -0.31 -1.63 3.41
S -6.90 -1.31 0.67
H 2.95 -2.14 6.05
H -5.88 -3.69 -5.01
N 1.02 -1.38 3.33
H -4.11 4.27 2.01
C -3.04 -1.84 -3.16
C -0.95 -2.10 -1.22
C -0.81 0.10 1.84
C 0.77 -0.91 -5.54
H 6.97 3.40 1.96
H -2.52 5.00 1.74
H 4.65 3.14 1.48
H 1.05 -1.58 -6.35
H -1.27 4.67 -0.36
H 7.73 1.47 3.07
Pt -3.61 0.77 0.87
C -0.18 -1.32 -4.61
C 2.26 -1.53 5.47
H -2.78 -2.46 -0.12
F 2.91 2.27 -0.36
C 1.34 0.35 -5.44
H -2.65 3.28 2.12
H 5.12 -0.95 1.02
H -1.22 2.93 0.01
C -1.13 -3.54 0.70
H -1.74 -3.97 1.49
C 1.00 -3.24 -0.38
H -0.28 1.45 -2.68
H 1.41 2.19 -4.34
H 2.72 -0.55 5.31
H 5.84 0.16 -0.15
H -5.91 -1.23 -4.86
H -4.11 -0.04 -3.64
H -2.24 -3.80 -2.76
H -1.82 3.49 -1.56
H 3.59 -0.60 3.06
H -0.63 -2.30 -4.71
C 1.09 1.20 0.69
C 0.41 -2.39 -1.30
C -1.72 -2.68 -0.21
N 4.77 1.07 1.44
C -3.12 4.10 1.58
H 2.08 0.67 -6.17
H 1.02 -1.93 -2.08
C 1.52 -0.43 2.46
H -0.62 -2.45 4.05
C 5.25 2.36 1.01
C -3.97 4.92 -0.63
H -3.86 2.24 -1.28
C 2.88 -0.15 2.38
N 6.93 1.34 2.45
H 7.44 2.29 0.65
H 2.81 -2.41 3.57
C -0.55 -0.47 -3.58
C 0.58 0.28 1.66
O -1.59 0.87 1.14
C -4.05 -3.90 -3.92

Calculated values
- Expectation value of S²: 6.04
- Multiplicity: 5
- Relative energy (zero: lowest compared OMol25 entry of this formula, charge and spin): 35.5 kJ/mol
- Total charge: 0

=====

# 9
Here is the molecule C24H23N5O3S2 at a distorted geometry from OMol25. Energies are from the ωB97M-V functional and the def2-TZVPD basis.

Geometry (Å):
H -0.55 3.35 2.35
O 4.49 -0.99 -1.64
O -2.88 3.47 1.65
C -2.20 1.41 -3.44
C 3.33 -0.81 -1.36
C 4.72 -4.70 -0.08
H 0.47 1.69 3.94
C -3.58 2.39 -1.70
H 0.74 -1.51 -2.67
C -0.78 -1.75 0.86
H 1.74 0.51 -2.15
C -1.06 -1.48 -1.51
O -4.53 2.39 -2.46
H -1.70 -1.38 -2.37
S 1.65 -2.13 2.07
S 2.21 1.26 0.04
C -4.99 3.42 -0.06
H -1.19 -1.85 1.85
C -1.60 -1.56 -0.24
N 2.55 -1.76 -0.75
H 3.21 -4.35 2.93
C -1.47 2.37 0.09
H 4.34 -3.46 -1.79
C 0.31 -1.55 -1.68
H 5.45 -5.31 -0.59
C -2.68 2.96 0.57
C 0.14 2.57 2.02
C 0.60 -1.82 0.68
H -5.25 4.24 -0.74
H 0.68 0.57 2.60
N -0.07 1.42 -1.41
H -2.99 0.70 -3.68
C -1.37 0.90 3.16
C 3.17 -2.87 -0.11
H -5.75 2.64 -0.15
C 2.67 0.54 -1.57
N -0.23 2.22 0.68
C 0.55 1.64 -0.26
H 1.16 2.96 2.00
H -1.78 0.53 2.22
C 0.06 1.38 2.98
C 2.85 -3.13 1.22
H -2.00 1.71 3.51
H -2.67 -1.49 -0.10
H 4.90 -5.75 1.78
C -1.33 1.88 -1.20
C 4.10 -3.67 -0.76
H 3.40 1.20 -2.04
N -2.36 1.88 -2.08
H -1.22 0.94 -3.51
H -4.94 3.79 0.96
N -3.69 2.89 -0.41
H -1.41 0.09 3.89
H -2.26 2.25 -4.14
C 1.15 -1.68 -0.59
C 4.41 -4.95 1.25
C 3.47 -4.17 1.90

Calculated values
- SMILES string: CCCn1c(SCC(=O)N2c3ccccc3Sc3ccccc32)nc2c1c(=O)n(C)c(=O)n2C
- Relative energy (zero: lowest compared OMol25 entry of this formula, charge and spin): 0.0 kJ/mol
- Total charge: 0

=====

# 10
Here is a structure of composition C19H27BrClLaNO4 at a distorted geometry from OMol25. Energies are from the ωB97M-V functional and the def2-TZVPD basis.

Geometry (Å):
Br 1.83 -4.78 1.75
C -0.64 1.79 2.59
C 2.66 -3.18 1.16
H 4.44 -3.41 2.34
C 4.42 -1.59 1.17
La 0.59 0.69 -0.81
C 1.07 -0.07 -3.13
H -3.35 -0.40 0.62
H -3.04 3.37 0.11
H -2.97 1.89 1.10
H 4.01 0.15 -0.02
H -0.02 -0.30 3.79
C -0.74 2.96 1.61
C 3.64 -0.81 0.33
H 0.87 -2.26 -2.72
H -3.67 -1.13 -0.96
H -2.02 0.57 -4.20
C -1.86 -1.86 -0.02
C 1.98 -2.37 0.26
C -2.88 -0.75 -0.30
O -1.16 2.53 0.32
H -2.33 -2.71 0.51
H 2.13 0.01 -3.36
H 0.25 3.40 1.48
C 0.09 0.85 -3.68
C 1.89 2.70 -0.98
H -3.93 1.37 -1.16
C -0.93 -1.16 -3.37
O -0.75 -1.36 0.72
H -2.45 2.04 -1.91
H -1.64 1.37 2.77
C 0.16 -0.44 2.72
H 5.40 -1.27 1.47
H -0.86 -2.35 2.55
H -1.94 -0.95 2.38
H -1.42 3.72 2.00
Cl 2.53 2.47 0.71
H 1.13 -0.92 2.58
H 1.43 3.69 -0.97
C -0.94 -1.34 2.13
O 0.22 0.80 2.04
H 2.78 2.75 -1.61
C -1.11 0.17 -3.80
O -2.16 0.30 -0.94
H -1.45 -2.20 -0.97
C 0.39 -1.32 -2.97
C 3.90 -2.79 1.64
H -1.68 -1.92 -3.38
H 1.05 -2.70 -0.16
C -2.57 2.38 0.21
H 0.31 1.84 -4.06
H -0.24 2.14 3.55
C -2.85 1.53 -1.03
N 2.44 -1.17 -0.11

Calculated values
- Relative energy (zero: lowest compared OMol25 entry of this formula, charge and spin): 85.6 kJ/mol
- Total charge: +1

=====

What did the first record say?
Here is a cluster of 2 separate species, C2H9N3 in total at a distorted geometry from OMol25. Energies are from the ωB97M-V functional and the def2-TZVPD basis.

Geometry (Å):
H -2.31 -2.87 -1.67
H 2.67 1.23 1.50
N 2.00 1.75 2.04
H 0.91 1.51 0.36
N -1.06 -3.56 -3.35
H 2.01 1.45 3.00
H -0.38 2.60 2.72
H 0.16 3.47 1.47
C -1.50 -2.72 -2.41
H 0.20 0.53 1.56
H -1.18 -1.67 -2.42
C 0.67 1.51 1.43
H -1.82 -4.19 -3.66
N -0.26 2.57 1.71

Calculated values
- Expectation value of S²: 0.75
- Multiplicity: 2
- Relative energy (zero: lowest compared OMol25 entry of this formula, charge and spin): 119.4 kJ/mol
- Total charge: -1

=====

- What is the total charge in the eighth record?
  0

=====

- total charge of number 3 (C5H8O)?
  0